Here is a 9-piece molecular cluster, C48H109N5O9 overall in a non-equilibrium geometry from the Open Molecules 2025 dataset. Energies are from ωB97M-V/def2-TZVPD.

Atoms and positions in Å:
O -12.25 -12.62 14.99
H -11.50 -12.43 14.42
H -12.14 -13.54 15.24
O -13.76 -16.04 16.45
H -14.29 -16.64 16.99
H -14.18 -15.17 16.57
O -15.24 -14.28 11.95
H -14.61 -13.97 12.61
H -15.51 -13.48 11.48
C -10.94 -15.55 19.48
C -10.44 -14.34 18.66
C -11.60 -13.35 18.51
C -11.06 -11.94 18.18
C -10.01 -11.46 19.20
C -8.81 -12.44 19.23
N -9.29 -13.80 19.38
O -8.22 -14.70 19.55
C -7.93 -12.19 17.97
C -7.91 -11.98 20.37
C -10.09 -14.87 17.24
H -11.28 -15.09 20.42
H -10.21 -16.33 19.68
H -11.86 -15.94 19.04
H -12.16 -13.41 17.57
H -12.32 -13.33 19.33
H -11.83 -11.16 18.27
H -10.80 -11.79 17.13
H -10.40 -11.47 20.22
H -9.69 -10.50 18.80
H -8.43 -12.04 17.01
H -7.32 -11.29 18.12
H -7.23 -13.01 17.82
H -8.32 -12.28 21.34
H -6.93 -12.47 20.30
H -7.81 -10.90 20.34
H -9.37 -15.69 17.18
H -9.70 -14.13 16.54
H -10.96 -15.35 16.78
H -8.20 -14.83 20.50
C -8.12 -22.60 9.76
C -9.22 -23.02 10.72
C -8.88 -24.29 11.49
C -7.73 -24.04 12.50
C -8.19 -23.01 13.55
C -8.66 -21.72 12.90
N -9.55 -22.00 11.75
O -10.09 -20.83 11.19
C -9.55 -20.98 13.91
C -7.45 -20.88 12.52
C -10.48 -23.30 9.90
H -7.10 -22.57 10.13
H -8.38 -21.61 9.38
H -8.09 -23.23 8.86
H -9.71 -24.76 12.03
H -8.44 -25.04 10.82
H -6.81 -23.76 12.00
H -7.48 -24.95 13.06
H -7.30 -22.88 14.16
H -8.97 -23.48 14.15
H -10.34 -21.64 14.30
H -9.02 -20.82 14.85
H -10.07 -20.05 13.68
H -6.67 -21.38 11.96
H -7.74 -19.95 12.03
H -7.00 -20.42 13.40
H -11.27 -23.68 10.56
H -10.24 -24.00 9.10
H -10.91 -22.41 9.43
H -11.03 -20.98 11.30
C -12.35 -21.05 18.88
C -12.88 -20.14 17.74
C -13.47 -21.03 16.59
C -14.74 -21.75 16.97
C -15.79 -20.73 17.38
C -15.30 -19.73 18.41
N -13.95 -19.22 18.11
O -13.60 -18.12 18.88
C -16.29 -18.55 18.50
C -15.42 -20.45 19.78
C -11.75 -19.30 17.13
H -13.00 -21.90 19.08
H -12.28 -20.42 19.78
H -11.32 -21.33 18.69
H -13.68 -20.44 15.69
H -12.75 -21.83 16.39
H -14.66 -22.48 17.78
H -15.04 -22.29 16.07
H -16.68 -21.20 17.80
H -16.19 -20.27 16.47
H -16.09 -17.92 19.36
H -16.21 -18.07 17.52
H -17.33 -18.86 18.61
H -16.50 -20.57 19.89
H -14.91 -21.41 19.90
H -15.05 -19.85 20.61
H -12.04 -18.94 16.15
H -10.76 -19.77 17.11
H -11.54 -18.43 17.75
H -13.40 -18.41 19.79
C -10.21 -16.68 9.29
C -9.22 -17.55 8.46
C -8.98 -16.72 7.18
C -7.67 -17.10 6.50
C -6.50 -16.91 7.47
C -6.68 -17.74 8.78
N -8.02 -17.53 9.28
O -8.23 -18.21 10.52
C -6.41 -19.22 8.48
C -5.67 -17.24 9.83
C -9.89 -18.88 8.12
H -10.40 -17.01 10.31
H -10.05 -15.61 9.19
H -11.17 -16.87 8.79
H -9.80 -17.04 6.52
H -9.23 -15.67 7.29
H -7.73 -18.10 6.07
H -7.59 -16.45 5.62
H -6.44 -15.84 7.72
H -5.65 -17.18 6.85
H -5.44 -19.57 8.13
H -7.19 -19.63 7.84
H -6.57 -19.74 9.43
H -5.53 -17.99 10.61
H -6.08 -16.38 10.37
H -4.74 -16.83 9.43
H -10.84 -18.76 7.58
H -9.31 -19.53 7.46
H -10.23 -19.42 9.01
H -8.35 -19.13 10.22
C -7.57 -15.70 13.07
C -6.76 -16.77 13.82
C -5.61 -17.34 13.04
C -4.49 -16.35 12.78
C -3.85 -15.98 14.10
C -4.88 -15.37 15.09
N -6.14 -16.10 14.99
O -7.10 -15.69 15.95
C -4.27 -15.46 16.49
C -5.09 -13.86 14.75
C -7.63 -17.93 14.31
H -7.05 -14.87 12.60
H -8.31 -15.27 13.76
H -8.17 -16.23 12.32
H -5.20 -18.23 13.54
H -5.97 -17.78 12.10
H -4.81 -15.50 12.18
H -3.67 -16.82 12.22
H -3.14 -15.17 13.89
H -3.28 -16.79 14.55
H -4.06 -16.51 16.69
H -3.27 -15.03 16.47
H -4.88 -15.01 17.27
H -4.14 -13.33 14.86
H -5.57 -13.67 13.79
H -5.74 -13.39 15.49
H -7.24 -18.53 15.13
H -7.92 -18.48 13.41
H -8.52 -17.54 14.81
H -7.06 -16.41 16.59
C -10.87 -17.32 13.26
C -11.81 -16.18 13.21
C -13.25 -16.64 13.10
O -11.73 -15.41 14.42
H -9.87 -17.01 13.54
H -10.74 -17.80 12.28
H -11.25 -18.14 13.87
H -11.53 -15.52 12.37
H -13.54 -16.89 12.07
H -13.95 -15.81 13.27
H -13.40 -17.38 13.88
H -12.35 -15.80 15.06

Computed properties:
Electronic energy = -2844.9288 Eh
SMILES = CC1(C)CCCC(C)(C)N1O.CC1(C)CCCC(C)(C)N1O.CC1(C)CCCC(C)(C)N1O.CC1(C)CCCC(C)(C)N1O.CC1(C)CCCC(C)(C)N1O.CC(C)O.O.O.O
Kohn-Sham gap = 7.839 eV
Maximum force = 0.051 Eh/bohr



Here is a 2-piece molecular cluster, H4N2O2S2 overall in a non-equilibrium geometry from the Open Molecules 2025 dataset. Energies are from ωB97M-V/def2-TZVPD.

Atoms and positions in Å:
N -2.14 1.30 0.52
N 1.80 -2.27 -0.94
O 2.52 1.35 -1.01
O 0.29 -1.77 1.04
S 1.89 0.86 0.25
S 0.84 -1.31 -0.27
H -2.11 1.35 1.56
H -2.79 2.08 0.32
H -2.62 0.34 0.34
H 2.31 -1.93 -1.80

Computed properties:
Electronic energy = -1058.6431 Eh
Spin multiplicity = 3
Kohn-Sham gap (spin up / spin down) = 8.887 / 8.245 eV
Maximum force = 0.054 Eh/bohr



Here is a 3-piece molecular cluster, C5H7NO3S2 overall in a non-equilibrium geometry from the Open Molecules 2025 dataset. Energies are from ωB97M-V/def2-TZVPD.

Atoms and positions in Å:
C -1.68 2.48 0.41
C -0.38 -0.49 -0.03
C 2.80 0.15 0.07
C -2.58 -2.38 0.39
C 1.85 1.13 -0.64
N -2.15 -2.00 -0.69
O -1.11 3.18 -0.27
O -2.26 1.74 1.09
O -2.26 -2.19 -1.86
S -0.37 -0.50 1.53
S 0.44 0.26 -1.29
H 3.05 -0.60 -0.63
H 3.75 0.77 0.36
H 2.41 -0.28 1.04
H -3.21 -3.13 0.56
H -2.18 -1.88 1.37
H 2.20 1.74 -1.48
H 1.69 2.00 0.08

Computed properties:
Electronic energy = -1271.4048 Eh
Kohn-Sham gap (spin up / spin down) = 8.164 / 7.586 eV
Maximum force = 0.100 Eh/bohr



Here is an isolated ion of composition C3H7N2O and charge +1 in a non-equilibrium geometry from the Open Molecules 2025 dataset. Energies are from ωB97M-V/def2-TZVPD.

Atoms and positions in Å:
C -2.97 -0.25 0.20
C -0.69 0.73 0.12
C 0.63 -0.37 0.18
N -1.86 0.30 0.12
N 1.75 0.47 0.01
O -0.31 1.94 0.03
H -3.46 -0.39 1.16
H -3.49 -0.57 -0.70
H 0.45 -1.09 -0.61
H 0.56 -0.84 1.16
H 2.42 0.48 0.77
H 0.71 1.92 0.00
H 2.22 0.39 -0.89

Computed properties:
Electronic energy = -302.9715 Eh
SMILES = C=[N+]=C(O)CN
Total charge = +1
Kohn-Sham gap = 10.648 eV
Maximum force = 0.070 Eh/bohr



Here is C18H29Cl4GeN2O4PdSSi as an isolated structure from the Open Molecules 2025 dataset. Energies are from ωB97M-V/def2-TZVPD.

Atoms and positions in Å:
Pd 0.66 1.01 -0.13
C -2.57 0.63 -1.93
Si -1.26 1.15 -3.12
C -1.92 2.40 -4.32
C -0.46 -0.38 -3.83
O -0.01 2.00 -2.19
H -3.31 0.07 -2.50
H -3.08 1.47 -1.46
H -2.19 -0.04 -1.16
H -2.81 1.96 -4.79
H -1.22 2.65 -5.11
H -2.25 3.30 -3.81
H -1.00 -0.63 -4.75
H -0.59 -1.22 -3.14
H 0.59 -0.30 -4.09
C -0.35 -7.23 1.83
C -0.19 -5.76 1.57
C -0.25 -5.25 0.28
C -0.10 -3.90 0.02
C -0.19 -3.43 -1.40
C 0.12 -3.03 1.12
C 0.25 -1.63 0.97
O 0.22 -1.00 -0.13
C 0.20 -3.54 2.45
C 0.44 -2.66 3.65
C 0.04 -4.89 2.64
H -0.57 -7.78 0.91
H -1.16 -7.40 2.54
H 0.56 -7.63 2.27
H -0.42 -5.93 -0.55
H -0.29 -4.28 -2.07
H 0.69 -2.86 -1.69
H -1.06 -2.78 -1.54
H 0.40 -1.05 1.88
H 1.35 -2.06 3.54
H 0.57 -3.28 4.53
H -0.40 -1.99 3.83
H 0.10 -5.30 3.64
Cl 2.38 4.08 -2.22
Ge 1.59 2.29 -2.89
Cl 2.54 0.63 -1.81
Cl 1.59 2.23 -4.98
S -1.12 1.54 1.14
C -0.84 3.28 1.26
N -0.84 4.09 0.23
C -0.60 5.48 0.64
C -0.59 5.37 2.19
N -0.70 3.92 2.40
H -0.93 3.77 -0.72
H -1.40 6.12 0.28
H 0.35 5.84 0.25
H -1.42 5.89 2.66
H 0.34 5.73 2.62
H -0.73 3.46 3.30
Cl 4.98 2.14 1.11
C 3.58 2.68 2.06
C 2.36 2.16 1.35
O 1.77 2.84 0.46
O 1.94 0.99 1.60
H 3.58 3.77 2.08
H 3.65 2.26 3.06

Computed properties:
Electronic energy = -5846.6866 Eh
Total charge = +2
Spin multiplicity = 2
Kohn-Sham gap (spin up / spin down) = 5.511 / 5.866 eV
Maximum force = 0.018 Eh/bohr



Here is C25H22F2IN2O2Zr as an isolated structure in a non-equilibrium geometry from the Open Molecules 2025 dataset. Energies are from ωB97M-V/def2-TZVPD.

Atoms and positions in Å:
Zr 1.28 0.45 0.12
C 2.69 -3.66 -0.38
C 2.96 -2.37 0.32
C 3.74 -1.39 -0.31
C 4.01 -0.18 0.31
C 3.48 0.09 1.58
C 2.71 -0.89 2.22
C 2.48 -2.11 1.60
H 3.62 -4.16 -0.64
H 2.14 -3.48 -1.31
H 2.11 -4.34 0.24
H 4.17 -1.60 -1.28
H 4.67 0.53 -0.16
H 3.78 0.99 2.10
H 2.39 -0.75 3.24
H 1.89 -2.86 2.11
C 1.46 2.05 3.64
O 0.76 1.75 2.43
C -0.15 2.73 2.04
C -0.30 3.95 2.66
C -1.23 4.86 2.18
C -2.02 4.55 1.08
C -1.88 3.33 0.46
C -0.94 2.42 0.92
N -0.70 1.17 0.32
N -1.67 0.69 -0.37
C -1.65 -0.56 -0.86
C -0.75 -1.55 -0.37
O 0.23 -1.20 0.42
C -0.99 -2.90 -0.70
C -1.99 -3.25 -1.55
C -2.88 -2.29 -2.11
C -3.91 -2.66 -2.99
C -4.75 -1.72 -3.51
C -4.59 -0.37 -3.17
C -3.59 0.02 -2.32
C -2.72 -0.93 -1.76
H 0.75 2.21 4.45
H 2.09 2.92 3.51
H 2.07 1.19 3.87
H 0.29 4.23 3.52
H -1.33 5.82 2.67
H -2.75 5.27 0.72
H -2.47 3.07 -0.41
H -0.33 -3.65 -0.27
H -2.13 -4.29 -1.82
H -4.03 -3.71 -3.24
H -5.55 -2.01 -4.19
H -5.25 0.37 -3.59
H -3.45 1.06 -2.06
I 2.41 3.03 -0.16
F 2.65 0.37 -2.21
C 1.43 -0.27 -1.99
F 0.50 0.85 -2.09
H 1.23 -0.86 -2.87

Computed properties:
Electronic energy = -1770.1641 Eh
Total charge = +1
Kohn-Sham gap = 6.604 eV
Maximum force = 0.039 Eh/bohr



- Look up the maximum force of the fourth one.
  0.070 Eh/bohr